# 1
The following is a quantum chemistry calculation of a structure of composition C38H43F6N2O22S2Sr at a distorted geometry, from the OMol25 dataset.

Calculated values
Total charge: -1
Gap between HOMO and LUMO (eV): 4.85
Calculated total energy (a.u.): -4664.8154
Lowest unoccupied orbital energy (eV): 0.99
HOMO (hartree): -0.1418

Each line ends with the Löwdin charge.
CARTESIAN COORDINATES (ANGSTROEM)
Sr (11.25712, -15.53821, -19.14176)  1.569
C (14.22947, -18.14045, -21.59292)  -0.019
C (13.71985, -17.48009, -20.53549)  -0.363
C (14.53458, -16.44250, -19.74141)  -0.424
O (14.18029, -16.06328, -18.58023)  -0.126
C (15.75017, -15.99347, -20.17619)  -0.041
C (16.36029, -16.52932, -21.33094)  -0.388
C (15.56743, -17.81559, -22.00154)  -0.343
O (16.11178, -18.28966, -22.99433)  0.002
O (17.38339, -16.12013, -21.84486)  0.012
O (12.40917, -17.61760, -20.41415)  -0.230
H (13.62493, -18.92172, -22.02943)  0.113
H (16.22557, -15.26470, -19.53644)  0.104
C (12.53763, -18.52346, -15.99392)  -0.633
F (13.74045, -18.13745, -15.61963)  0.165
F (12.76270, -19.04925, -17.20610)  0.146
F (11.99698, -19.30044, -15.05355)  0.122
S (11.33703, -17.00946, -16.11793)  0.685
O (10.66424, -17.03862, -14.86155)  -0.276
O (12.28928, -15.95085, -16.27816)  -0.290
N (10.33217, -17.19527, -17.54017)  -0.422
S (9.43697, -18.41280, -17.60674)  0.572
O (8.99619, -18.83555, -18.91672)  -0.268
O (9.91535, -19.45527, -16.69800)  -0.290
C (7.74678, -17.84994, -16.84167)  -0.608
F (7.50079, -16.54532, -17.06803)  0.100
F (6.66624, -18.53333, -17.23066)  0.139
F (7.89833, -18.12520, -15.54826)  0.112
C (12.49160, -12.66681, -17.82688)  -0.069
O (11.47570, -13.61930, -17.60254)  -0.368
C (10.21055, -12.98048, -17.24255)  -0.180
C (9.40995, -12.73161, -18.44962)  -0.190
N (9.20602, -13.76493, -19.50147)  -0.139
C (8.15660, -14.68665, -19.32707)  -0.210
C (8.13336, -15.73089, -20.47778)  -0.180
O (9.35171, -16.46582, -20.57800)  -0.345
C (9.38844, -17.36788, -21.71079)  -0.042
H (12.21767, -11.86128, -18.50819)  0.092
H (13.30405, -13.21183, -18.30749)  0.102
H (12.68845, -12.29046, -16.82303)  0.107
H (10.25783, -12.15675, -16.53027)  0.142
H (9.61278, -13.68846, -16.66850)  0.124
H (9.85206, -11.93512, -19.04815)  0.125
H (8.40115, -12.46840, -18.13158)  0.126
H (9.17901, -13.29423, -20.39468)  0.129
H (7.25680, -14.10376, -19.13032)  0.129
H (8.36350, -15.41736, -18.54517)  0.087
H (8.04370, -15.32773, -21.48650)  0.129
H (7.31763, -16.39194, -20.18503)  0.127
H (10.08944, -17.01407, -22.46678)  0.106
H (8.39515, -17.63585, -22.07089)  0.073
H (9.75771, -18.29120, -21.26445)  0.081
C (3.92685, -16.86099, -18.38409)  -0.030
C (3.76507, -16.10727, -17.24488)  0.018
C (3.90686, -14.69417, -17.30986)  -0.328
C (4.09091, -14.10195, -18.54954)  -0.019
C (3.89624, -14.89049, -19.69029)  -0.018
C (3.90604, -16.25907, -19.56642)  -0.400
O (3.92613, -16.95780, -20.70526)  0.042
O (4.01839, -13.98510, -16.16411)  0.046
H (4.22757, -17.89807, -18.36296)  0.127
H (3.64269, -16.56929, -16.27640)  0.112
H (4.36104, -13.05847, -18.48176)  0.113
H (3.78573, -14.43800, -20.66468)  0.112
H (3.62791, -16.70664, -21.58252)  0.113
H (3.47314, -14.49728, -15.56248)  0.071
C (16.21449, -22.16247, -18.61644)  -0.026
C (16.07620, -21.16481, -17.69978)  -0.019
C (16.39487, -19.84686, -18.08271)  -0.354
C (16.81076, -19.54763, -19.28118)  -0.008
C (17.01776, -20.59208, -20.21223)  0.035
C (16.74284, -21.89768, -19.85537)  -0.348
O (16.93542, -22.85135, -20.80900)  0.031
O (16.01156, -18.77945, -17.33642)  0.055
H (15.98077, -23.16630, -18.29381)  0.114
H (15.79096, -21.34500, -16.67383)  0.103
H (17.11632, -18.55095, -19.56341)  0.127
H (17.31509, -20.31583, -21.21306)  0.120
H (17.89019, -22.94509, -20.84411)  0.100
H (15.95840, -19.11510, -16.43858)  0.084
C (5.86272, -19.72315, -23.23446)  -0.005
C (6.82737, -19.80610, -22.22261)  -0.028
C (7.70811, -20.89549, -22.15714)  -0.318
C (7.62940, -21.89278, -23.10229)  -0.010
C (6.62566, -21.90308, -24.05063)  -0.022
C (5.80795, -20.78428, -24.16771)  -0.320
O (4.66250, -20.90406, -24.92169)  0.010
O (8.67189, -20.84468, -21.20591)  0.058
H (5.29777, -18.80273, -23.24288)  0.100
H (6.83564, -19.02960, -21.47202)  0.102
H (8.32672, -22.69371, -23.29888)  0.121
H (6.32883, -22.73677, -24.66970)  0.119
H (4.35459, -20.09998, -25.34623)  0.096
H (8.30998, -20.32938, -20.48128)  0.067
C (6.94111, -14.81241, -13.40713)  -0.121
C (6.94036, -16.32096, -13.18917)  -0.092
O (5.72865, -16.65985, -13.84102)  0.097
C (4.91415, -15.65462, -13.67601)  -0.559
O (3.64587, -15.67369, -13.78257)  0.065
O (5.59604, -14.55053, -13.56960)  0.101
H (7.63200, -14.47782, -14.18096)  0.133
H (7.33852, -14.35151, -12.50284)  0.133
H (7.02254, -16.72890, -12.18174)  0.143
H (7.78380, -16.67547, -13.78165)  0.112
C (13.18684, -22.30662, -16.07694)  -0.142
C (11.72670, -22.57787, -16.27808)  -0.083
O (11.76473, -23.97041, -16.72814)  0.067
C (12.94604, -24.18574, -17.31528)  -0.501
O (13.28875, -25.31424, -17.75548)  0.085
O (13.72580, -23.09382, -17.11870)  0.031
H (13.66202, -22.56422, -15.13040)  0.141
H (13.44111, -21.25810, -16.23204)  0.105
H (11.19612, -21.97195, -17.01255)  0.132
H (11.27961, -22.37420, -15.30508)  0.133

# 2
The following is a quantum chemistry calculation of a structure of composition C24H22IrN5O5Se at a distorted geometry, from the OMol25 dataset.

Calculated values
Total charge: +1
Gap between HOMO and LUMO (spin up / spin down) (eV): 5.80 / 5.80
Expectation value of S²: 0.756
Calculated total energy (a.u.): -4083.2056
Lowest unoccupied orbital energy (spin up / spin down) (eV): -4.63 / -4.64
HOMO (spin up / spin down) (hartree): -0.3831 / -0.3836
Energy above the lowest of the compared OMol25 structures with the same formula, charge and spin (eV): 1.071
Multiplicity: 2

Each line ends with the Löwdin charge.
CARTESIAN COORDINATES (ANGSTROEM)
Ir (-0.66250, -0.13067, 0.35220)  1.450
O (2.63863, -1.40380, -1.56835)  0.215
C (1.72901, -0.86174, -0.81504)  -0.400
O (0.52102, -0.87374, -1.08209)  -0.065
C (2.19340, -0.16770, 0.41844)  -0.127
C (3.48702, -0.05243, 0.89338)  0.069
C (3.67465, 0.63158, 2.09143)  0.008
C (2.58602, 1.19283, 2.75673)  0.051
C (1.32378, 1.04453, 2.20779)  -0.136
N (1.14915, 0.35827, 1.07940)  -0.007
C (0.00050, 1.55623, 2.68777)  -0.402
O (-0.09819, 2.32231, 3.74952)  0.210
O (-1.00354, 1.26876, 2.05334)  0.010
H (2.21912, -1.85289, -2.32571)  0.171
H (4.30828, -0.49292, 0.34649)  0.141
H (4.66634, 0.72404, 2.51032)  0.129
H (2.74236, 1.71411, 3.69238)  0.130
H (0.75811, 2.54399, 4.13911)  0.133
N (-3.42249, 7.02784, -6.00429)  0.165
C (-3.08549, 6.20883, -5.27337)  -0.179
C (-2.66202, 5.18329, -4.35483)  -0.228
C (-2.84603, 3.84146, -4.67891)  -0.017
C (-2.43981, 2.86110, -3.79295)  -0.018
C (-1.85024, 3.20724, -2.57545)  -0.247
C (-1.66548, 4.55579, -2.26464)  -0.024
C (-2.06827, 5.54076, -3.14646)  -0.019
C (-1.45352, 2.18329, -1.64843)  -0.093
C (-1.15282, 1.29187, -0.88586)  -0.164
H (-3.30743, 3.57563, -5.61974)  0.123
H (-2.57378, 1.81662, -4.03948)  0.119
H (-1.20405, 4.82596, -1.32478)  0.115
H (-1.92960, 6.58529, -2.90487)  0.122
C (-2.50640, -0.90668, 3.56112)  0.009
C (-1.38265, -1.76512, 3.09321)  -0.354
N (-0.62145, -1.65314, 2.01307)  -0.009
C (0.22973, -2.74683, 2.00974)  -0.119
C (-0.01078, -3.51147, 3.09856)  -0.052
N (-1.02714, -2.87686, 3.76864)  0.117
H (-2.65015, -0.05409, 2.90997)  0.052
H (-2.31732, -0.53470, 4.56944)  0.096
H (-3.43245, -1.48310, 3.58061)  0.098
H (0.91338, -2.93615, 1.20068)  0.082
H (0.41387, -4.43981, 3.43358)  0.124
H (-1.46782, -3.19776, 4.61465)  0.171
Se (-1.99296, -2.63374, -2.54412)  0.887
C (-0.63859, -3.41860, -1.59603)  -0.770
N (0.24735, -3.91291, -1.04229)  0.071
C (-4.10955, -2.34966, 0.44145)  -0.056
C (-3.50143, -1.00481, 0.07578)  -0.548
C (-4.29793, -0.27057, -0.98583)  -0.049
O (-2.14829, -1.22524, -0.32745)  -0.533
H (-5.04099, -2.21174, 0.99425)  0.086
H (-3.41701, -2.92807, 1.05556)  0.074
H (-4.33287, -2.93134, -0.45364)  0.066
H (-3.47526, -0.37504, 0.97602)  0.108
H (-4.31341, -0.85051, -1.91147)  0.061
H (-3.86556, 0.70633, -1.19268)  0.063
H (-5.33101, -0.13478, -0.66062)  0.090

# 3
The following is a quantum chemistry calculation of a structure of composition C33H18BrF4N4PPd at a distorted geometry, from the OMol25 dataset.

Calculated values
Total charge: -2
Gap between HOMO and LUMO (eV): 4.32
Calculated total energy (a.u.): -4930.0198
Lowest unoccupied orbital energy (eV): 4.37
HOMO (hartree): 0.0019
Energy above the lowest of the compared OMol25 structures with the same formula, charge and spin (eV): 3.476

Each line ends with the Löwdin charge.
CARTESIAN COORDINATES (ANGSTROEM)
Pd (0.23675, -1.43504, -0.04137)  0.187
F (-6.62645, -2.16554, -0.76507)  0.069
C (-5.45455, -1.51494, -0.52557)  -0.130
C (-5.24025, -0.22184, -1.03567)  -0.136
F (-6.25925, 0.40136, -1.69057)  0.071
C (-4.04315, 0.42096, -0.82377)  -0.207
F (-3.97855, 1.73186, -1.17227)  0.067
C (-2.94745, -0.20104, -0.19317)  -0.282
P (-1.18335, 0.32496, -0.19667)  0.899
C (-1.21035, 1.11816, 1.46243)  -0.373
C (-0.40005, 0.53126, 2.43613)  -0.171
C (-0.39085, 1.02926, 3.72423)  -0.089
C (-1.16915, 2.13456, 4.03803)  -0.110
C (-1.96845, 2.72336, 3.07253)  -0.101
C (-2.01325, 2.20046, 1.79213)  -0.091
C (-1.28545, 1.64176, -1.45017)  -0.351
C (-1.60745, 1.18796, -2.72837)  -0.115
C (-1.70695, 2.06836, -3.78467)  -0.101
C (-1.45525, 3.41646, -3.58457)  -0.113
C (-1.08655, 3.86576, -2.32857)  -0.086
C (-1.00045, 2.98736, -1.26277)  -0.090
C (-3.22545, -1.47924, 0.36293)  -0.546
Br (-1.94815, -2.24894, 1.55153)  0.848
C (-4.45155, -2.08784, 0.25233)  -0.274
F (-4.71255, -3.25364, 0.88803)  0.039
H (0.23755, -0.31674, 2.15473)  0.058
H (0.22875, 0.56426, 4.48263)  0.097
H (-1.14685, 2.54496, 5.03893)  0.088
H (-2.56065, 3.59566, 3.31233)  0.092
H (-2.65945, 2.63896, 1.04393)  0.100
H (-1.79065, 0.12856, -2.87347)  0.102
H (-1.98175, 1.70786, -4.76647)  0.092
H (-1.53965, 4.11346, -4.40977)  0.088
H (-0.86375, 4.91326, -2.17587)  0.099
H (-0.70785, 3.36296, -0.29277)  0.082
C (4.88515, -0.01774, -0.45467)  -0.086
C (5.46695, -1.13464, 0.12773)  -0.100
C (4.70985, -2.28234, 0.26233)  -0.046
C (3.38705, -2.29404, -0.19527)  -0.256
N (2.81415, -1.19174, -0.70547)  0.087
C (3.55505, -0.10434, -0.84307)  -0.168
C (2.56625, -3.50744, -0.16967)  -0.241
C (3.16105, -4.76414, -0.29357)  -0.091
C (2.38475, -5.90464, -0.28037)  -0.154
C (1.01105, -5.79194, -0.13867)  -0.148
C (0.42385, -4.54084, -0.05767)  -0.185
C (1.16535, -3.34924, -0.06067)  -0.205
H (5.43665, 0.90306, -0.58297)  0.080
H (6.49515, -1.10824, 0.47143)  0.090
H (5.12155, -3.16464, 0.73583)  0.094
H (3.07955, 0.74986, -1.30817)  0.090
H (4.23395, -4.85694, -0.43507)  0.087
H (2.84705, -6.87844, -0.40017)  0.075
H (0.40805, -6.69444, -0.10457)  0.077
H (-0.65815, -4.49054, 0.02043)  0.038
N (1.12535, 1.18476, 0.19673)  0.108
C (1.60815, 2.21086, 0.43943)  -0.190
C (2.19975, 3.42566, 0.70993)  -0.298
C (1.42855, 4.48646, 1.16113)  -0.286
N (0.79135, 5.38096, 1.52693)  0.097
C (3.56325, 3.58576, 0.51573)  -0.277
N (4.70155, 3.71996, 0.35143)  0.093

# 4
The following is a quantum chemistry calculation of an isolated molecule of C11H11N3O4 at a distorted geometry, from the OMol25 dataset.

Calculated values
SMILES: NNc1ccc(C(=O)ON2C(=O)CCC2=O)cc1
Gap between HOMO and LUMO (eV): 8.44
Calculated total energy (a.u.): -890.8448
Lowest unoccupied orbital energy (eV): 0.36
HOMO (hartree): -0.2970
Energy above the lowest of the compared OMol25 structures with the same formula, charge and spin (eV): 2.521

Each line ends with the Löwdin charge.
CARTESIAN COORDINATES (ANGSTROEM)
O (1.95646, -0.43997, -0.54930)  0.067
O (2.10788, -3.19608, 0.92914)  0.127
O (-0.51493, -2.61887, -2.50703)  0.078
O (-0.01905, -1.47454, 0.04328)  0.145
C (0.77040, -0.40789, -0.03911)  -0.349
C (1.44528, -3.54635, -0.00339)  -0.397
C (-0.08290, -3.30680, -1.55140)  -0.408
C (-0.83038, 1.06771, 1.21608)  -0.015
C (0.57249, 1.97929, -0.58165)  0.018
C (-1.33691, 2.38328, 1.52968)  -0.009
C (0.18492, 3.27628, -0.19016)  -0.045
C (0.04508, 0.86079, 0.17138)  -0.150
C (-0.81081, 3.45064, 0.76501)  -0.223
N (0.50879, -2.68513, -0.50603)  0.078
N (-2.47462, 5.18817, 1.67563)  -0.011
N (-1.17159, 4.85480, 1.14008)  -0.064
C (1.74525, -4.76160, -0.93319)  -0.008
C (0.44484, -4.63273, -1.84025)  -0.073
H (-0.97383, 0.20307, 1.84215)  0.114
H (1.39308, 2.02819, -1.31686)  0.126
H (-2.07870, 2.53997, 2.36900)  0.116
H (0.72812, 4.22461, -0.56870)  0.142
H (-2.50067, 5.64066, 2.60887)  0.081
H (-3.04185, 4.37007, 1.83029)  0.043
H (-0.76861, 5.58849, 0.60589)  0.091
H (1.65805, -5.71664, -0.40708)  0.120
H (2.65198, -4.69881, -1.46317)  0.107
H (0.73385, -4.87890, -2.90534)  0.151
H (-0.34166, -5.29172, -1.36382)  0.147

# 5
The following is a quantum chemistry calculation of an isolated molecule of C5H7NS at a distorted geometry, from the OMol25 dataset.

Calculated values
SMILES: C=C/C=N/C(C)=S
Gap between HOMO and LUMO (eV): 7.93
Calculated total energy (a.u.): -647.5828
Lowest unoccupied orbital energy (eV): -0.34
HOMO (hartree): -0.3038
Energy above the lowest of the compared OMol25 structures with the same formula, charge and spin (eV): 2.019

Each line ends with the Löwdin charge.
CARTESIAN COORDINATES (ANGSTROEM)
C (-1.36377, -0.08504, 0.84862)  -0.903
C (1.44610, 0.44763, -2.04944)  0.056
C (0.75446, 0.98710, 0.22762)  -0.130
C (1.55140, 1.20825, -0.94877)  -0.135
C (-1.43948, -1.52554, 1.19648)  -0.106
N (-0.27017, 0.26148, 0.16888)  0.043
S (-2.66257, 0.91892, 0.92405)  0.644
H (0.73101, -0.33073, -2.03102)  0.050
H (2.32910, 0.32911, -2.66765)  0.068
H (1.05679, 1.44010, 1.14629)  0.122
H (2.33529, 1.89858, -0.85935)  0.078
H (-0.93902, -1.78010, 2.12063)  0.078
H (-0.99460, -2.08791, 0.46229)  0.047
H (-2.53454, -1.68185, 1.46137)  0.088